17
Properties=species:S:1:pos:R:3:forces:R:3 method="wB97M-V/def2-TZVPD" relative_energy_kj_mol=345.38 total_charge=+1 e_tot_ha=-322.3290
C -1.613 -0.456 -1.919 -2.888 -2.477 -1.139
N -1.058 -0.474 -0.821 3.153 0.486 0.957
C -0.643 0.813 -0.273 -1.296 0.839 -0.995
N 0.701 0.690 0.243 0.014 -0.959 0.667
C 1.770 1.301 -0.048 0.525 1.055 0.137
C 0.917 -0.744 1.223 1.415 1.374 0.227
N -0.188 -1.435 1.542 3.395 0.000 0.171
H -1.863 -1.436 -2.353 0.295 0.292 -0.053
H -2.256 0.311 -2.266 0.306 1.643 -0.955
H -0.617 1.609 -1.070 -0.411 -0.464 0.967
H -1.398 0.987 0.526 0.980 0.608 -0.145
H 2.610 0.963 0.609 -0.236 0.478 -1.024
H 1.950 2.176 -0.795 -0.764 -1.683 1.307
H 1.594 -0.303 1.991 -0.869 -0.629 -0.250
H 1.434 -1.272 0.474 0.998 -0.502 -0.748
H -0.722 -1.065 2.214 -2.643 1.325 3.162
H -0.618 -1.666 0.724 -1.973 -1.385 -2.284